A single C19H23NO3 molecule, computed with ωB97M-V/def2-TZVPD.

Calculated values
F_max	0.6	eV/A
SMILES	COc1cc2c(cc1OC)[C@@H](Cc1ccc(O)cc1)N(C)CC2
total charge	0
HOMO	-8.19	eV

Atoms and positions in Å:
N  -1.00044  3.10860  0.36693
C  2.13336  1.23401  -0.58864
H  -1.33964  3.07266  -1.66591
H  0.85846  -0.43099  1.17064
C  0.98415  2.18088  -0.75567
C  3.21320  -0.85786  -1.11036
C  -0.08797  -0.50058  0.65672
C  2.18579  0.04642  -1.30561
C  -1.70313  -3.98743  -1.26771
C  -1.85207  -1.87991  -0.21319
H  -2.56751  3.91163  -0.71985
H  5.13214  -2.23601  -0.50163
H  0.47437  2.02286  1.32214
O  0.08476  -2.85522  0.91688
C  -0.06599  1.99249  0.36947
H  -0.66730  -3.00439  2.84187
C  -0.73492  0.64699  0.22039
H  -0.71204  -4.17646  -0.84923
H  -2.20638  2.37880  1.98027
H  -2.27221  -4.91522  -1.29916
H  -3.24776  1.62236  -1.72677
C  -1.92582  3.02700  -0.74594
C  3.14504  1.49947  0.32779
H  -3.59832  1.86220  -0.01983
C  -1.66034  3.27214  1.64597
C  -2.78616  1.75617  -0.74638
H  -0.90928  3.51467  2.39793
C  -0.56664  -3.60080  1.92839
C  -2.52124  -0.72664  -0.59303
H  0.51455  2.01125  -1.72459
H  -3.48250  -0.83378  -1.07393
H  3.23618  -1.78275  -1.67181
H  1.32777  3.21546  -0.70779
H  1.41010  -0.18042  -2.02249
H  0.07004  -4.46169  2.12614
O  5.24246  -1.44819  0.04397
C  4.17702  0.60606  0.53047
H  -1.59026  -3.59478  -2.28449
H  -1.55773  -3.93965  1.61558
H  4.96311  0.80870  1.24051
H  -2.35858  4.10526  1.57760
O  -2.45894  -3.09342  -0.47233
C  -0.62897  -1.76102  0.46049
C  -1.98637  0.53580  -0.37864
C  4.21361  -0.58588  -0.18641
H  3.12243  2.42122  0.89122

---

A single C19H23NO3 molecule at a distorted geometry, computed with ωB97M-V/def2-TZVPD.

Calculated values
F_max	1.3	eV/A
SMILES	CCCc1ccc(OCc2ccc(C(=O)N3CCCC3)o2)cc1
total charge	0
HOMO	-8.40	eV

Atoms and positions in Å:
H  -4.46170  -1.92564  -1.31716
C  -4.97024  -1.86063  0.77441
H  -2.12871  -1.25047  -1.06867
C  -4.80111  -1.18383  -0.59119
H  4.54094  -1.47622  -2.49356
C  0.24641  2.95706  -0.34202
C  2.38918  0.60270  1.32050
H  0.65116  3.97266  -0.25496
H  -5.64842  -3.76392  0.00874
N  4.21938  -0.47386  0.13798
C  0.90380  2.05160  0.65398
H  -6.95025  -2.64061  0.40120
H  -0.19374  2.20484  2.52984
H  -6.08069  -3.46921  1.69360
O  1.97602  1.33891  0.25564
C  -4.21239  1.21475  -0.11790
H  6.77345  -1.67020  -1.54857
C  6.12853  -0.88651  -1.15785
O  -1.13264  3.10973  -0.11791
C  -2.46599  -0.26912  -0.76653
H  6.72922  0.00532  -0.97573
O  3.90196  -0.86744  2.32309
C  4.96457  -0.55612  -2.08947
C  5.41057  -1.30720  0.11792
H  -5.30175  -1.11666  1.50198
H  -0.50112  0.53965  -0.86293
H  -5.25561  1.40463  0.08938
H  -5.76966  -0.80213  -0.92145
C  -3.29991  2.24056  0.00386
C  -1.94945  2.01864  -0.26100
C  1.57062  0.84872  2.39358
H  4.12333  1.20305  -1.11935
C  -1.53700  0.75175  -0.65043
C  -5.97440  -3.00433  0.71624
H  5.12208  -2.36429  0.08460
C  3.55400  -0.29660  1.29805
H  5.25201  0.08798  -2.91780
H  -4.00090  -2.23817  1.10720
H  -3.60742  3.23029  0.30254
C  3.95777  0.11991  -1.15754
H  1.66395  0.40300  3.36169
C  -3.81101  -0.05879  -0.50714
H  2.92588  -0.05714  -1.46984
C  0.61026  1.78559  1.96108
H  0.45242  2.59060  -1.35829
H  5.98658  -1.14285  1.03019

---

A single C19H23NO5 molecule, computed with ωB97M-V/def2-TZVPD.

Calculated values
F_max	0.7	eV/A
SMILES	CCOC(=O)c1[nH]c(C)c(C(=O)OCCOc2cccc(C)c2)c1C
total charge	0
HOMO	-8.46	eV

Atoms and positions in Å:
C  -0.41303  0.57194  -0.79650
O  -6.11352  0.54648  0.94308
H  1.74646  1.33400  -1.92250
H  -6.51985  -3.31602  0.88200
H  -1.16573  3.52512  0.42653
H  -2.44801  -1.06668  -2.44588
C  -2.24715  1.70680  0.58189
H  8.69122  0.67193  -0.90515
N  -3.54322  1.45025  0.79706
C  5.71679  -1.96592  1.30038
H  2.40704  0.55289  0.95715
C  -3.94070  0.32210  0.11220
C  4.64674  -1.19940  0.86441
H  2.15290  2.52296  -0.64729
C  6.19520  0.21311  -0.31392
H  -2.25272  3.42615  1.82590
C  2.57713  0.47326  -0.12693
C  -7.21400  -2.47908  0.89143
C  1.73879  1.53276  -0.84610
C  -5.33231  -0.07599  0.25132
H  -7.67478  -0.74306  -0.30845
C  7.01013  -1.65132  0.93811
H  5.52735  -2.82071  1.93320
C  -1.76458  0.71298  -0.27416
H  9.27258  -0.02261  0.61341
H  -7.04345  -1.88791  1.78775
C  8.66671  -0.21081  -0.27203
C  -1.56177  2.86787  1.19819
H  -3.72766  -1.85955  -1.49891
H  2.27813  -0.52644  -0.46587
O  3.92425  0.73591  -0.44194
C  4.88546  -0.10090  0.04995
H  -4.18559  1.97924  1.36876
O  -5.66226  -1.16562  -0.45490
H  -8.23128  -2.85944  0.90858
H  -0.71857  2.53404  1.79947
C  -7.01279  -1.61452  -0.34505
O  -0.03323  -0.30804  -1.53213
H  6.35132  1.07220  -0.94819
H  -7.19602  -2.18404  -1.25859
C  7.26115  -0.55114  0.12174
H  3.64606  -1.46893  1.16233
C  -2.76567  -1.36124  -1.44714
H  -2.01122  -2.04887  -1.06897
C  -2.84196  -0.16734  -0.57210
H  7.83366  -2.25741  1.28567
H  9.11893  -1.04097  -0.81309
O  0.40526  1.56485  -0.36766

---

A single C19H23NO6 molecule, computed with ωB97M-V/def2-TZVPD.

Calculated values
F_max	0.9	eV/A
SMILES	COc1cc(C(=O)OCC(=O)c2cc(C)n(C)c2C)cc(OC)c1OC
total charge	0
HOMO	-8.19	eV

Atoms and positions in Å:
O  4.28542  2.04252  1.28336
C  3.18138  0.45801  -0.06891
H  -3.90922  -3.17732  1.19301
C  -0.53427  -2.60509  1.27192
H  -0.61824  -3.66568  1.50639
C  -0.99090  0.02638  0.47756
O  0.90359  1.95106  0.67979
H  2.12443  3.18405  -0.43818
H  -6.16758  0.41360  0.45833
C  -2.49840  1.66259  -0.42940
O  -0.10452  3.22320  -0.87548
H  -0.17317  -2.06647  2.15354
C  2.23520  0.10172  -1.07333
C  3.96763  -0.67138  0.14897
O  -1.83119  -2.19851  0.90972
H  1.39489  -2.97188  -1.95901
H  -4.25767  -1.75937  2.21192
C  3.31102  1.71738  0.63129
C  -2.01811  -0.89860  0.52336
C  -0.11794  2.27749  -0.12654
C  4.05693  -2.99048  -0.71429
C  -5.96486  0.59592  -0.59999
H  6.02410  -1.03090  0.57215
H  3.59858  -3.62632  0.04928
C  1.75741  -2.04808  -2.41135
H  1.49510  0.73680  -1.51606
H  -5.99755  -0.34910  -1.14445
H  2.20012  3.42138  1.32536
H  3.86850  -3.42845  -1.69252
C  -4.51840  -2.27661  1.28545
C  -3.32776  -0.53740  0.13792
H  0.00990  -0.23164  0.77604
O  -4.73887  1.26904  -0.78676
C  5.08548  -0.86803  1.10361
C  -3.55989  0.76148  -0.34573
N  3.52110  -1.65890  -0.66419
H  0.90666  -1.49962  -2.80587
H  5.13239  -2.96383  -0.54340
H  5.19107  0.02698  1.70934
H  -6.71868  1.27545  -0.99800
C  2.11837  2.67064  0.53240
C  -1.23179  1.30976  -0.00465
C  2.46490  -1.19703  -1.41700
H  -5.57382  -2.55108  1.30750
H  -2.68838  2.65034  -0.81600
O  -4.37119  -1.43041  0.16155
H  0.17333  -2.46699  0.44848
H  4.90381  -1.72709  1.75009
H  2.41094  -2.31025  -3.24480

---

In kcal/mol, the energy above the lowest of the compared OMol25 structures with the same formula, charge and spin values for the records above are, in order, 44.9; 31.8; 0.0; 73.9.
In eV, the orbital gap values for the records above are, in order, 8.9; 9.0; 9.1; 8.6.
In eV, the E_LUMO values for the records above are, in order, 0.76; 0.64; 0.68; 0.46.